w.
Formula: CHO4S
Source: the Open Molecules 2025 dataset
Level of theory: ωB97M-V/def2-TZVPD

## Properties
Orbital gap   8.1 eV
LUMO level   3.42 eV
HOMO   -4.68 eV
Total charge   -1

```
7
Properties=species:S:1:pos:R:3:mulliken_charge:R:1
C -1.484 -0.485 -0.022 0.140
O 2.201 1.024 1.207 -0.458
O -2.674 -0.446 0.319 -0.642
O 2.354 0.201 -1.058 -0.466
O -0.481 -0.626 0.692 -0.615
S 1.495 0.776 -0.038 0.772
H -1.411 -0.445 -1.100 0.270
```


x.
Formula: CHO4S
Source: the Open Molecules 2025 dataset
Level of theory: ωB97M-V/def2-TZVPD

## Properties
Orbital gap (alpha / beta)   6.8 / 8.2 eV
LUMO level (alpha / beta)   3.95 / 3.98 eV
HOMO (alpha / beta)   -2.83 / -4.19 eV
Total charge   -1

```
7
Properties=species:S:1:pos:R:3:mulliken_charge:R:1
C -1.548 -0.675 0.253 0.060
O 1.831 -0.687 -0.771 -0.491
O -2.424 -0.615 -0.662 -0.473
O 0.993 1.668 -1.087 -0.500
O 1.522 0.800 1.219 -0.501
S 1.219 0.520 -0.195 0.691
H -1.593 -1.011 1.244 0.215
```


w takes first place; second place is 297.7 kJ/mol up.


w.
Formula: C3H5FN2S
Source: the Open Molecules 2025 dataset
Level of theory: ωB97M-V/def2-TZVPD

## Properties
Orbital gap   9.4 eV
LUMO level   0.52 eV
Structure (SMILES)   [H]/N=C\N(S)/C=C\F
HOMO   -8.87 eV
Total charge   0

```
12
Properties=species:S:1:pos:R:3:mulliken_charge:R:1
H 0.641 -2.275 -1.178 0.219
N 1.186 -1.389 -1.721 -0.640
C 0.751 -0.367 -1.090 0.281
N -0.343 -0.248 -0.366 -0.089
S -1.250 -1.640 -0.254 -0.271
C -0.797 0.885 0.373 -0.160
C 0.026 1.603 1.114 -0.179
F 1.421 1.296 1.236 -0.250
H 1.367 0.588 -1.267 0.245
H -0.870 -1.938 1.086 0.187
H -1.933 1.012 0.327 0.310
H -0.199 2.473 1.738 0.346
```


x.
Formula: C3H5FN2S
Source: the Open Molecules 2025 dataset
Level of theory: ωB97M-V/def2-TZVPD

## Properties
Orbital gap (alpha / beta)   8.5 / 8.5 eV
LUMO level (alpha / beta)   -0.26 / -0.26 eV
HOMO (alpha / beta)   -8.76 / -8.76 eV
Total charge   0

```
12
Properties=species:S:1:pos:R:3:mulliken_charge:R:1
C 1.070 0.622 -0.080 -0.610
C 0.100 -0.420 -0.021 0.970
C -1.303 -0.007 0.058 -1.206
N 2.994 -1.086 0.110 -0.423
N 0.682 -1.564 0.092 -0.293
F -0.199 -2.629 -0.009 -0.223
S 2.693 0.383 -0.017 0.174
H 0.931 1.660 0.229 0.303
H -1.527 0.580 0.913 0.317
H -2.073 -0.729 -0.034 0.376
H -1.448 0.694 -0.744 0.352
H 3.977 -1.094 0.006 0.263
```


w takes first place; second place is 179.6 kJ/mol up.


w.
Formula: C2H7N2S
Source: the Open Molecules 2025 dataset
Level of theory: ωB97M-V/def2-TZVPD

## Properties
Orbital gap   7.4 eV
LUMO level   4.17 eV
HOMO   -3.25 eV
Total charge   -1

```
12
Properties=species:S:1:pos:R:3:mulliken_charge:R:1
C -0.728 1.331 -0.519 -0.748
N 0.822 -1.002 -0.164 -0.264
C 1.084 -0.004 -1.069 0.091
N 0.482 1.099 -1.345 -0.624
H -1.203 2.244 -0.891 0.267
H -0.440 1.483 0.523 0.269
H -1.433 0.502 -0.581 0.283
H 1.570 -1.674 -0.111 0.198
H 0.188 -0.971 0.763 0.083
H 2.057 -0.116 -1.555 0.277
S -1.251 -0.960 2.017 -0.810
H -1.148 -1.932 2.933 -0.022
```


x.
Formula: C2H7N2S
Source: the Open Molecules 2025 dataset
Level of theory: ωB97M-V/def2-TZVPD

## Properties
Orbital gap   6.7 eV
LUMO level   4.21 eV
HOMO   -2.53 eV
Total charge   -1

```
12
Properties=species:S:1:pos:R:3:mulliken_charge:R:1
C -1.246 1.918 1.140 -0.778
S 0.182 0.982 1.788 -0.739
H -1.658 2.601 1.880 0.265
H -2.046 1.192 0.922 0.164
H -1.075 2.476 0.220 0.213
N 0.535 -0.317 -1.213 -0.368
C 0.033 -1.589 -1.374 0.135
N 0.394 -2.492 -2.193 -0.679
H 1.103 0.042 -1.966 0.191
H 0.844 -0.051 -0.268 0.051
H -0.817 -1.746 -0.705 0.326
H 1.241 -2.185 -2.684 0.219
```


w takes first place; second place is 14.7 kJ/mol up.


w.
Formula: CHBr2O2P
Source: the Open Molecules 2025 dataset
Level of theory: ωB97M-V/def2-TZVPD

## Properties
Orbital gap (alpha / beta)   8.0 / 8.0 eV
LUMO level (alpha / beta)   -1.80 / -1.80 eV
HOMO (alpha / beta)   -9.76 / -9.76 eV
Total charge   0

```
7
Properties=species:S:1:pos:R:3:mulliken_charge:R:1
C -1.206 0.298 -1.126 0.259
O -2.305 0.659 -0.831 -0.471
O -0.952 -0.958 -0.797 -0.479
P 0.866 -2.002 -1.679 0.456
Br 1.889 -3.034 -0.046 -0.042
Br -0.558 -3.466 -2.504 -0.029
H -0.529 0.993 -1.584 0.306
```


x.
Formula: CHBr2O2P
Source: the Open Molecules 2025 dataset
Level of theory: ωB97M-V/def2-TZVPD

## Properties
Orbital gap (alpha / beta)   6.8 / 6.8 eV
LUMO level (alpha / beta)   -1.37 / -1.35 eV
HOMO (alpha / beta)   -8.19 / -8.18 eV
Total charge   0

```
7
Properties=species:S:1:pos:R:3:mulliken_charge:R:1
C 0.359 -0.704 0.844 0.637
O 0.581 0.392 0.854 -0.280
O 0.049 -1.780 0.665 -0.369
P -2.780 -1.794 0.591 0.119
Br -4.368 -0.978 -0.591 -0.099
Br -3.987 2.148 0.590 -0.217
H -3.782 2.640 -0.737 0.208
```


y.
Formula: CHBr2O2P
Source: the Open Molecules 2025 dataset
Level of theory: ωB97M-V/def2-TZVPD

## Properties
Orbital gap   6.5 eV
LUMO level   -0.68 eV
HOMO   -7.18 eV
Total charge   0

```
7
Properties=species:S:1:pos:R:3:mulliken_charge:R:1
C 1.852 0.009 0.428 0.747
O 2.254 0.188 1.515 -0.404
O 1.412 -0.073 -0.641 -0.318
P -1.137 -0.640 -1.687 -0.013
Br -2.318 -1.887 -0.277 -0.177
Br -1.351 1.455 -0.249 -0.070
H -0.712 0.947 0.912 0.235
```


w takes first place; second place is 73.2 kJ/mol up.